1.
Molecular formula: C4H6NO4S2
Method: DFT, the ωB97M-V functional and the def2-TZVPD basis

```
17
C4H6NO4S2 (the ωB97M-V functional and the def2-TZVPD basis)
C 1.61618 -0.84934 0.45794
C -0.78382 -1.37017 0.88081
C -0.30234 1.04612 0.46939
C 0.10729 -0.41516 0.06165
N 0.07008 -0.89476 -1.34145
O 2.21187 0.06993 0.97487
O -0.65616 -2.65654 0.65406
O 1.86890 -2.00911 0.22494
O -1.42394 -1.02373 1.85104
S 0.75627 2.28433 -0.24441
S -2.08168 1.58897 0.19556
H -0.19455 1.03213 1.49473
H 0.32158 -0.07458 -1.93638
H -0.80836 -1.10265 -1.64902
H 0.31877 -2.71596 0.29006
H 1.77101 2.12631 0.64117
H -2.87294 0.73362 0.98694
```

Properties
Total charge ... -1
HOMO ... -4.98 eV
SMILES ... N[C@](C(=O)[O-])(C(=O)O)C(S)S
Frontier orbital gap ... 0.2931 Ha
Multiplicity ... 1

---

2.
Molecular formula: C4H6NOS
Method: DFT, the ωB97M-V functional and the def2-TZVPD basis

```
13
C4H6NOS (the ωB97M-V functional and the def2-TZVPD basis)
C -0.17467 0.22228 0.99218
C 2.09464 1.05263 0.14765
C -1.34015 -0.41946 0.36555
C -1.08880 -0.89122 -1.03813
N 0.95327 0.53887 -0.10361
O 0.16673 0.39404 2.11102
S 0.45407 0.04310 -1.63435
H 2.76213 1.44483 -0.51162
H 2.37754 1.06600 1.26172
H -1.58548 -1.41914 0.96863
H -2.10307 0.43578 0.47649
H -0.81917 -1.84639 -1.16178
H -1.69707 -0.62130 -1.87376
```

Properties
Total charge ... +1
HOMO ... -14.22 eV
SMILES ... C=[N+]1SCCC1=O
Frontier orbital gap ... 0.3180 Ha
Multiplicity ... 1

---

3.
Molecular formula: C4H6NP
Method: DFT, the ωB97M-V functional and the def2-TZVPD basis

```
12
C4H6NP (the ωB97M-V functional and the def2-TZVPD basis)
C 1.90964 1.29847 1.08516
C 2.74003 0.62247 0.19501
C 3.90396 0.31106 -0.33938
C -4.29366 -0.80545 -0.70226
N -3.65217 -1.12208 0.35560
P 1.00320 -0.02245 0.48006
H 2.01047 2.02391 1.80927
H 4.63973 1.08814 -0.09365
H 4.03195 -0.66030 -0.64820
H -5.35027 -0.26779 -0.55045
H -4.09663 -0.88075 -1.79862
H -2.84625 -1.58521 0.20746
```

Properties
HOMO (alpha / beta) ... -8.15 / -8.15 eV
SMILES ... C=C1C=P1.C=N
Frontier orbital gap (alpha / beta) ... 0.2812 / 0.2812 Ha
Multiplicity ... 1

---

Calculated energy relative to the best compared isomer or geometry (same formula, charge and spin) in order - 9.4, 39.4, 91.1 kcal per mole